Record 1
Below is a 10-piece molecular cluster, C29H48Cl18N2O2 overall in a non-equilibrium geometry, with properties calculated with ωB97M-V/def2-TZVPD.

structure (SMILES)	CCCNc1ccc2c(c1)C(=O)NC2=O.ClCCCl.ClCCCl.ClCCCl.ClCCCl.ClCCCl.ClCCCl.ClCCCl.ClCCCl.ClCCCl
highest occupied orbital energy	-8.56	eV
lowest unoccupied orbital energy	-0.05	eV
total energy	-9677.35713	hartree
multiplicity	1

Structure (XYZ):
```
99
C29H48Cl18N2O2 | OMol25 | ωB97M-V/def2-TZVPD
C 5.015 0.607 2.079
C 4.039 1.549 2.795
C 2.694 0.876 2.948
N 1.712 1.745 3.631
C 0.398 1.647 3.139
C -0.257 2.755 2.558
C -1.555 2.650 2.060
C -2.168 1.401 2.135
C -1.542 0.303 2.689
C -0.258 0.408 3.213
C -2.429 -0.876 2.594
O -2.288 -1.970 3.066
N -3.497 -0.458 1.802
C -3.511 0.951 1.696
O -4.465 1.573 1.333
H 5.453 -0.091 2.789
H 5.779 1.154 1.540
H 4.450 0.017 1.364
H 3.903 2.417 2.149
H 4.441 1.856 3.758
H 2.335 0.624 1.947
H 2.787 -0.064 3.492
H 2.019 2.705 3.539
H 0.273 3.696 2.500
H -2.071 3.488 1.619
H 0.233 -0.450 3.647
H -4.388 -0.929 1.895
Cl -1.429 -1.088 6.987
C -2.254 -2.493 6.255
C -2.538 -3.576 7.262
Cl -1.047 -4.369 7.839
H -1.632 -2.853 5.441
H -3.190 -2.128 5.837
H -3.150 -4.348 6.798
H -3.062 -3.185 8.129
Cl 7.581 1.580 -1.440
C 6.365 0.976 -2.598
C 5.065 1.726 -2.506
Cl 4.226 1.403 -0.961
H 6.224 -0.085 -2.406
H 6.784 1.100 -3.595
H 4.402 1.408 -3.310
H 5.218 2.799 -2.583
Cl 3.345 4.065 -4.989
C 3.107 3.239 -6.550
C 2.682 1.807 -6.368
Cl 3.992 0.809 -5.672
H 4.036 3.308 -7.111
H 2.329 3.780 -7.084
H 2.427 1.368 -7.330
H 1.824 1.729 -5.707
Cl -3.779 -5.648 0.459
C -3.048 -4.850 1.883
C -2.500 -5.841 2.873
Cl -3.790 -6.774 3.680
H -3.805 -4.215 2.335
H -2.245 -4.217 1.510
H -1.956 -5.308 3.651
H -1.827 -6.549 2.396
Cl -0.865 5.700 -6.706
C -1.142 4.862 -8.252
C -1.593 3.439 -8.053
Cl -0.298 2.426 -7.356
H -0.219 4.907 -8.824
H -1.912 5.415 -8.788
H -1.862 3.001 -9.012
H -2.450 3.380 -7.388
Cl -6.623 0.330 4.003
C -7.136 -0.279 2.411
C -7.722 -1.661 2.487
Cl -6.479 -2.865 2.942
H -6.265 -0.265 1.760
H -7.866 0.423 2.013
H -8.107 -1.941 1.506
H -8.528 -1.731 3.212
Cl 10.415 4.530 -2.024
C 11.679 4.273 -0.793
C 11.885 2.812 -0.490
Cl 10.485 2.096 0.347
H 11.392 4.824 0.098
H 12.601 4.696 -1.188
H 12.745 2.694 0.168
H 12.057 2.240 -1.397
Cl -5.930 -2.166 -1.122
C -6.337 -3.791 -0.494
C -7.145 -4.601 -1.470
Cl -8.787 -3.936 -1.693
H -6.865 -3.652 0.442
H -5.395 -4.294 -0.289
H -7.258 -5.614 -1.089
H -6.668 -4.645 -2.446
Cl -0.970 -0.132 -0.439
C -1.602 -0.810 -1.960
C -2.367 -2.072 -1.664
Cl -1.302 -3.367 -1.063
H -0.766 -0.971 -2.634
H -2.273 -0.075 -2.402
H -2.867 -2.442 -2.558
H -3.116 -1.890 -0.897
```

Mulliken population analysis, charges in e, atoms 1 to 6:
1 C -1.3636
2 C -0.3573
3 C -0.3916
4 N -0.3016
5 C 0.1913
6 C -0.6430

Record 2
Below is C19H11Cl5N3O2PdSSe as an isolated structure in a non-equilibrium geometry, with properties calculated with ωB97M-V/def2-TZVPD.

expectation value of S²	2.012
highest occupied orbital energy (alpha / beta)	-4.37 / -5.11	eV
total charge	-1
lowest unoccupied orbital energy (alpha / beta)	2.43 / 0.20	eV
total energy	-6273.92681	hartree
multiplicity	3

Structure (XYZ):
```
43
C19H11Cl5N3O2PdSSe | OMol25 | ωB97M-V/def2-TZVPD
Pd 7.402 10.202 12.489
Cl 4.582 6.740 17.782
C 4.938 7.192 16.175
C 5.018 8.584 15.860
Cl 4.697 9.806 17.029
C 5.490 8.930 14.613
Cl 5.462 10.573 14.076
C 6.031 7.946 13.700
O 6.698 8.288 12.616
C 5.761 6.545 13.980
Cl 6.243 5.381 12.864
C 5.185 6.197 15.199
Cl 4.668 4.581 15.546
N 10.664 13.293 12.742
C 11.684 12.357 12.760
O 12.791 12.542 12.227
C 11.422 11.093 13.540
C 12.442 10.088 13.516
C 12.275 8.861 14.111
C 11.102 8.632 14.839
N 10.181 9.567 14.937
C 10.312 10.740 14.333
H 10.904 14.034 12.114
H 9.682 12.976 12.782
H 13.312 10.383 12.955
H 13.025 8.098 13.991
H 10.897 7.633 15.271
H 9.412 11.359 14.478
Se 8.899 9.600 10.573
C 7.632 9.890 9.149
C 7.957 10.832 8.160
C 7.100 10.958 7.049
C 6.007 10.139 6.908
C 5.640 9.284 7.922
C 6.410 9.203 9.061
H 8.865 11.436 8.193
H 7.343 11.692 6.243
H 5.453 10.074 5.999
H 4.720 8.672 7.863
H 6.002 8.727 9.943
S 5.688 14.010 12.001
C 6.926 12.958 12.173
N 7.817 12.185 12.378
```

natural (NBO) population analysis, charges in e, atoms 1 to 6:
1 Pd 0.5715
2 Cl 0.0238
3 C -0.1584
4 C -0.0618
5 Cl 0.0438
6 C -0.1640

Record 3
Below is a 2-piece molecular cluster, C30H47B2NO10 overall in a non-equilibrium geometry, with properties calculated with ωB97M-V/def2-TZVPD.

structure (SMILES)	CCCCCc1c(CC(=O)O)c(COCCC)c2c(c1B(O)OC)C(=O)C(CCO)=C(B(O)N(C)C)C2=O.C1CCOC1
highest occupied orbital energy	-8.81	eV
lowest unoccupied orbital energy	-0.97	eV
total energy	-2028.00924	hartree
multiplicity	1

Structure (XYZ):
```
90
C30H47B2NO10 | OMol25 | ωB97M-V/def2-TZVPD
C 0.064 -2.466 3.485
C -0.757 -3.822 3.751
C -1.559 -4.182 2.385
C -2.765 -3.115 2.275
C -3.018 -2.570 0.784
C -2.045 -1.391 0.341
C -2.357 0.028 0.945
C -3.562 0.297 1.962
C -4.828 1.026 1.285
O -5.734 1.478 2.026
O -4.891 1.110 -0.136
C -1.461 1.271 0.604
C -1.718 2.728 1.225
O -0.546 3.011 2.061
C -0.723 2.441 3.386
C 0.121 3.247 4.520
C 1.466 2.428 4.929
C -0.254 1.073 -0.345
C 0.068 -0.339 -0.965
C -0.820 -1.572 -0.624
B -0.505 -3.055 -1.192
O -1.457 -3.979 -1.772
O 0.868 -3.535 -1.072
C 1.187 -4.332 -2.265
C 1.390 -0.379 -1.918
O 1.498 -1.060 -2.965
C 2.579 0.598 -1.422
C 4.068 0.061 -1.596
C 4.352 -0.978 -0.408
O 4.127 -2.322 -0.964
C 2.291 1.865 -0.841
B 3.391 2.904 -0.266
O 3.044 3.571 0.998
N 4.680 3.273 -0.901
C 4.567 3.508 -2.377
C 5.353 4.425 -0.228
C 0.740 2.298 -0.696
O 0.363 3.478 -0.882
H 0.946 -2.750 2.797
H -0.529 -1.664 2.926
H 0.403 -2.008 4.474
H -1.575 -3.609 4.541
H -0.132 -4.686 4.154
H -2.029 -5.219 2.547
H -0.887 -4.191 1.460
H -2.639 -2.217 2.989
H -3.735 -3.635 2.621
H -3.044 -3.465 0.080
H -4.087 -2.127 0.775
H -3.984 -0.668 2.435
H -3.199 0.931 2.850
H -5.404 1.920 -0.379
H -1.739 3.554 0.419
H -2.702 2.816 1.794
H -1.825 2.499 3.724
H -0.342 1.347 3.413
H 0.450 4.280 4.149
H -0.529 3.291 5.458
H 1.680 1.581 4.184
H 2.374 3.118 4.953
H 1.330 1.953 5.966
H -1.969 -3.544 -2.499
H 0.767 -5.401 -2.190
H 0.723 -3.807 -3.180
H 2.309 -4.418 -2.446
H 4.859 0.866 -1.736
H 4.073 -0.561 -2.573
H 3.522 -0.846 0.383
H 5.406 -0.906 0.021
H 4.507 -2.994 -0.360
H 2.705 4.450 0.685
H 5.346 2.823 -2.886
H 4.877 4.593 -2.576
H 3.512 3.370 -2.783
H 4.815 5.412 -0.505
H 6.417 4.529 -0.676
H 5.502 4.297 0.894
C -2.036 0.020 -5.332
C -3.096 0.444 -4.340
C -3.647 -0.888 -3.875
O -2.569 -1.831 -3.960
C -1.497 -1.242 -4.688
H -1.268 0.776 -5.503
H -2.500 -0.221 -6.294
H -2.626 0.965 -3.499
H -3.859 1.099 -4.763
H -4.452 -1.239 -4.530
H -4.025 -0.849 -2.850
H -0.702 -1.019 -3.970
H -1.113 -1.953 -5.423
```

Mulliken population analysis, charges in e, atoms 1 to 6:
1 C -0.2819
2 C -0.7688
3 C -0.0872
4 C -0.7118
5 C -1.3400
6 C 0.4255

Record 4
Below is a 2-piece molecular cluster, C8H11PS overall in a non-equilibrium geometry, with properties calculated with ωB97M-V/def2-TZVPD.

highest occupied orbital energy (alpha / beta)	-7.16 / -7.88	eV
lowest unoccupied orbital energy (alpha / beta)	0.45 / -0.74	eV
total energy	-1050.83133	hartree
multiplicity	1

Structure (XYZ):
```
21
C8H11PS | OMol25 | ωB97M-V/def2-TZVPD
C 2.305 -1.404 0.818
C 1.038 -1.629 1.269
C 2.685 -0.098 0.306
C 0.105 -0.614 1.405
C 1.767 0.935 0.450
C 0.448 0.646 0.851
C -1.724 -0.813 -1.622
C -2.753 -0.041 -1.010
P -0.929 1.853 0.993
S -0.211 3.352 -0.353
H 3.115 -2.139 0.895
H 0.798 -2.551 1.842
H 3.632 0.041 -0.126
H -0.856 -0.577 1.995
H 2.165 1.770 -0.119
H -1.962 -1.593 -2.350
H -1.007 -0.123 -2.199
H -0.949 -1.412 -0.913
H -3.414 -0.567 -0.440
H -2.862 0.857 -1.598
H -1.393 4.106 -0.095
```

natural (NBO) population analysis, charges in e, atoms 1 to 6:
1 C -0.2112
2 C -0.2181
3 C -0.1807
4 C -0.2064
5 C -0.2367
6 C -0.3755

Record 5
Below is C49H40Cl4IrN3O9S as an isolated structure in a non-equilibrium geometry, with properties calculated with ωB97M-V/def2-TZVPD.

expectation value of S²	0.762
highest occupied orbital energy (alpha / beta)	-5.58 / -5.58	eV
total charge	-1
lowest unoccupied orbital energy (alpha / beta)	-0.40 / -0.33	eV
total energy	-5075.92970	hartree
multiplicity	2

Structure (XYZ):
```
107
C49H40Cl4IrN3O9S | OMol25 | ωB97M-V/def2-TZVPD
Ir -0.143 1.028 1.910
C 0.487 -0.436 -4.160
C -0.235 0.800 -3.623
C -0.831 1.597 -4.783
O -1.265 0.432 -2.737
C -0.863 0.624 -1.393
C 0.357 1.569 -1.495
O 0.647 1.629 -2.887
C 1.672 1.205 -0.681
O 1.395 0.593 0.527
C 2.544 0.212 -1.469
C 3.701 0.575 -2.146
C 4.452 -0.382 -2.816
C 4.067 -1.713 -2.809
C 2.941 -2.092 -2.094
C 2.192 -1.136 -1.428
C 2.425 2.539 -0.480
C 2.538 3.479 -1.503
C 3.144 4.702 -1.263
C 3.649 5.002 -0.007
C 3.572 4.055 1.000
C 2.967 2.828 0.765
C -2.086 1.089 -0.512
O -1.863 0.680 0.797
C -3.380 0.408 -1.026
C -4.078 -0.461 -0.195
C -5.255 -1.060 -0.616
C -5.765 -0.784 -1.873
C -5.098 0.117 -2.691
C -3.925 0.721 -2.268
C -2.460 2.581 -0.567
C -3.215 3.068 0.497
C -3.647 4.381 0.515
C -3.329 5.231 -0.535
C -2.609 4.743 -1.611
C -2.188 3.420 -1.636
H -0.146 -0.939 -4.890
H 0.699 -1.122 -3.346
H 1.424 -0.130 -4.622
H -1.704 1.067 -5.158
H -0.091 1.704 -5.574
H -1.130 2.587 -4.442
H -0.573 -0.338 -0.951
H 0.071 2.564 -1.154
H 4.030 1.603 -2.163
H 5.346 -0.082 -3.348
H 4.646 -2.453 -3.347
H 2.634 -3.130 -2.065
H 1.320 -1.433 -0.862
H 2.139 3.251 -2.481
H 3.203 5.429 -2.064
H 4.089 5.972 0.185
H 3.968 4.275 1.983
H 2.884 2.096 1.559
H -3.701 -0.650 0.798
H -5.775 -1.743 0.043
H -6.683 -1.247 -2.207
H -5.494 0.363 -3.668
H -3.442 1.436 -2.915
H -3.441 2.401 1.317
H -4.218 4.749 1.358
H -3.636 6.269 -0.512
H -2.361 5.398 -2.438
H -1.629 3.059 -2.487
Cl -0.503 -2.668 4.654
C 0.980 -1.770 4.621
C 2.157 -2.466 4.828
C 3.364 -1.787 4.889
C 3.372 -0.402 4.764
C 2.200 0.279 4.526
C 0.958 -0.379 4.408
C -0.226 0.383 4.081
H 2.125 -3.541 4.939
H 4.287 -2.334 5.019
H 4.306 0.138 4.831
H 2.204 1.355 4.396
H -0.221 1.403 4.457
H -1.170 -0.133 4.221
Cl -1.434 5.862 2.796
C 0.099 5.372 2.039
Cl 0.163 6.018 0.404
Cl 1.437 6.010 2.988
C 0.098 3.813 2.022
O 0.423 3.223 3.061
O -0.276 3.266 0.973
O -3.106 -8.621 0.140
S -2.357 -7.922 -0.892
O -2.997 -6.740 -1.423
O -1.694 -8.758 -1.872
C -0.956 -7.286 0.132
N -0.068 -8.171 0.569
C 0.878 -7.701 1.369
C 0.970 -6.358 1.705
C 0.013 -5.509 1.161
N -0.967 -5.992 0.395
C 0.003 -4.047 1.351
C -1.204 -3.357 1.223
C -1.197 -1.985 1.365
N -0.075 -1.294 1.558
C 1.084 -1.937 1.645
C 1.165 -3.314 1.574
H 1.593 -8.432 1.732
H 1.745 -5.995 2.366
H -2.113 -3.903 1.016
H -2.098 -1.397 1.299
H 1.966 -1.318 1.750
H 2.125 -3.802 1.667
```

Mulliken population analysis, charges in e, atoms 1 to 6:
1 Ir 2.2281
2 C -1.5302
3 C 1.1697
4 C -1.8590
5 O -0.2962
6 C -0.2689

Record 6
Below is a 13-piece molecular cluster, BH28O12 overall in a non-equilibrium geometry, with properties calculated with ωB97M-V/def2-TZVPD.

highest occupied orbital energy	-7.62	eV
total charge	-1
lowest unoccupied orbital energy	2.39	eV
total energy	-944.53265	hartree
multiplicity	1

Structure (XYZ):
```
41
BH28O12 | OMol25 | ωB97M-V/def2-TZVPD
B 0.040 0.027 0.080
H 0.578 -0.766 0.726
H -0.087 -0.435 -0.968
H -0.963 0.248 0.592
H 0.639 0.996 -0.001
O 3.301 -0.550 0.439
H 3.514 -0.297 -0.465
H 2.346 -0.391 0.514
O -0.559 0.908 2.979
H -0.714 0.403 2.156
H -0.872 0.338 3.688
O -3.291 -0.016 0.649
H -3.355 0.385 1.522
H -2.340 -0.225 0.551
O -0.967 1.663 -2.372
H -1.671 1.094 -2.705
H -0.808 1.344 -1.465
O -0.629 2.917 1.013
H -0.237 2.144 1.442
H -0.994 2.580 0.192
O 1.860 1.989 -1.800
H 1.374 1.919 -2.629
H 1.298 1.497 -1.159
O -3.281 -0.543 -2.284
H -3.475 -1.485 -2.266
H -3.062 -0.321 -1.363
O -0.495 -1.092 -3.492
H -1.271 -1.208 -4.048
H -0.793 -1.324 -2.605
O 1.404 -2.785 -0.920
H 1.186 -1.941 -0.487
H 1.916 -2.532 -1.694
O 1.439 -1.989 3.532
H 0.638 -2.041 2.977
H 2.146 -2.316 2.966
O -0.901 -2.834 2.240
H -1.640 -2.599 2.814
H -1.060 -2.345 1.420
O 3.243 3.169 0.471
H 2.585 2.884 -0.185
H 3.959 3.531 -0.056
```

natural (NBO) population analysis, charges in e, atoms 1 to 6:
1 B -0.7800
2 H -0.0242
3 H -0.0100
4 H -0.0915
5 H -0.0334
6 O -0.9557

Record 7
Below is a 9-piece molecular cluster, H18O9 overall in a non-equilibrium geometry, with properties calculated with ωB97M-V/def2-TZVPD.

structure (SMILES)	O.O.O.O.O.O.O.O.O
highest occupied orbital energy	-10.66	eV
lowest unoccupied orbital energy	-0.15	eV
total energy	-687.95084	hartree
multiplicity	1

Structure (XYZ):
```
27
H18O9 | OMol25 | ωB97M-V/def2-TZVPD
O -2.124 -0.480 -0.258
H -2.364 -0.302 0.653
H -2.531 -1.308 -0.436
O 3.062 -0.202 1.522
H 3.694 -0.002 0.812
H 2.264 -0.342 1.030
O -0.575 -1.585 -2.675
H -0.320 -2.258 -2.056
H -0.161 -0.742 -2.407
O 0.162 -1.953 2.416
H 0.682 -2.764 2.366
H 0.097 -1.842 3.327
O -3.013 0.470 -2.659
H -2.722 -0.045 -3.427
H -2.661 -0.026 -1.897
O 0.532 -0.243 0.270
H 0.306 -0.883 0.950
H -0.222 -0.190 -0.288
O -0.386 1.174 -2.322
H -0.237 1.955 -2.888
H -1.367 0.952 -2.341
O 1.367 1.295 3.454
H 0.561 1.519 2.964
H 1.826 0.729 2.873
O 1.320 2.587 0.080
H 1.048 1.696 0.018
H 1.762 2.789 0.918
```

natural (NBO) population analysis, charges in e, atoms 1 to 6:
1 O -0.9528
2 H 0.4968
3 H 0.4858
4 O -0.9696
5 H 0.4786
6 H 0.4865

Record 8
Below is a 2-piece molecular cluster, CIN2P overall in a non-equilibrium geometry, with properties calculated with ωB97M-V/def2-TZVPD.

highest occupied orbital energy	-10.67	eV
lowest unoccupied orbital energy	-2.62	eV
total energy	-786.52666	hartree
multiplicity	1

Structure (XYZ):
```
5
CIN2P | OMol25 | ωB97M-V/def2-TZVPD
C 0.853 -1.016 0.218
N 1.682 -1.250 0.950
N -0.816 -0.692 -0.937
P -1.396 0.710 -0.916
I -0.323 2.249 0.685
```

From a natural (NBO) analysis of the wavefunction, the atomic charges in e read:
1 C 0.3624
2 N -0.4165
3 N -0.8527
4 P 0.9902
5 I -0.0834